{"formula": "C8H26O5", "method": "ωB97M-V/def2-TZVPD", "symbols": ["C", "C", "C", "O", "H", "H", "H", "H", "H", "H", "H", "H", "C", "C", "C", "O", "H", "H", "H", "H", "H", "H", "H", "H", "C", "C", "O", "H", "H", "H", "H", "H", "H", "O", "H", "H", "O", "H", "H"], "coordinates": [[-0.974328, 2.018828, -0.971244], [-0.463811, 2.104213, 0.519367], [-0.670607, 3.485104, 1.161311], [-1.037635, 1.101155, 1.328208], [-0.722792, 2.927713, -1.517836], [-2.063181, 1.971548, -0.987972], [-0.602494, 1.180452, -1.560276], [0.617337, 1.979950, 0.580890], [-1.212544, 4.127275, 0.467029], [0.310245, 3.924848, 1.342027], [-1.031390, 3.479778, 2.189848], [-1.237620, 0.370187, 0.738894], [-3.709580, -2.064908, 0.336695], [-2.415640, -2.357433, -0.432110], [-2.581652, -2.575369, -1.915073], [-1.726776, -1.171174, -0.278820], [-3.460848, -1.925488, 1.388737], [-4.323085, -2.965502, 0.311159], [-4.343356, -1.274265, -0.064926], [-1.910872, -3.219532, 0.003894], [-3.137439, -1.755581, -2.370202], [-3.045396, -3.557627, -2.005681], [-1.595910, -2.591848, -2.380002], [-0.862235, -1.290102, -0.678869], [3.390343, 0.452653, 1.769244], [3.747118, -0.855720, 1.094860], [2.682441, -1.773893, 1.331868], [3.409313, 0.449905, 2.859079], [2.414441, 0.859337, 1.504039], [4.132690, 1.210661, 1.519364], [4.692400, -1.209666, 1.506276], [3.900063, -0.617327, 0.042296], [3.054932, -2.658675, 1.328186], [0.983206, -0.920464, -0.770120], [1.338566, -0.072003, -1.034809], [1.631006, -1.272009, -0.159382], [2.270061, 1.182405, -1.831175], [2.217349, 1.199543, -2.786769], [2.337678, 2.103028, -1.578006]], "forces_ev_per_angstrom": [[0.162, 0.526, 0.857], [-0.066, 0.019, -0.338], [0.586, 0.136, -0.182], [-0.209, 0.427, -0.064], [0.227, 0.133, 0.037], [-0.087, -0.091, 0.221], [0.126, -0.134, 0.379], [0.337, -0.402, -0.597], [-0.294, 0.215, 0.501], [0.193, 0.277, -0.487], [-0.818, -0.378, -0.330], [-0.238, -0.707, 0.094], [-0.240, -1.788, -0.050], [-1.707, 1.016, -0.054], [-0.100, -0.668, 0.280], [1.303, 1.024, 0.431], [-0.058, 0.412, -0.085], [-0.234, -0.164, 0.027], [0.503, 0.259, -0.040], [0.194, -0.072, 0.262], [-0.260, -0.224, 0.029], [-0.240, 0.069, -0.710], [0.058, -0.178, -0.074], [0.820, 0.379, 0.009], [0.253, 0.805, 0.491], [-0.155, 1.040, 0.693], [0.358, -0.187, -0.248], [-0.056, -0.567, 0.072], [-0.075, -0.295, -0.314], [0.085, 0.057, -0.309], [0.006, -0.234, -0.019], [-0.141, -0.461, -0.310], [-0.128, -0.159, -0.049], [-0.529, -0.438, -0.323], [0.121, 0.457, -0.281], [0.101, -0.410, 0.595], [0.279, 0.156, -0.013], [-0.041, -0.126, -0.313], [-0.036, 0.279, 0.211]], "nbo_charge": [-0.65, 0.11, -0.63, -0.74, 0.20, 0.22, 0.21, 0.13, 0.20, 0.20, 0.23, 0.50, -0.61, 0.10, -0.62, -0.77, 0.22, 0.19, 0.21, 0.15, 0.21, 0.20, 0.21, 0.50, -0.63, -0.08, -0.73, 0.21, 0.22, 0.20, 0.17, 0.17, 0.48, -1.00, 0.49, 0.49, -0.95, 0.48, 0.48], "smiles": "CC(C)O.CC(C)O.CCO.O.O", "e_above_lowest_kcal_mol": 0.0, "gap_ev": 9.53}

{"formula": "C8H27MgN10O6", "method": "ωB97M-V/def2-TZVPD", "symbols": ["Mg", "C", "C", "C", "O", "H", "H", "H", "H", "H", "H", "H", "C", "O", "N", "N", "H", "H", "H", "H", "C", "O", "N", "N", "H", "H", "H", "H", "C", "O", "N", "N", "H", "H", "H", "H", "C", "O", "N", "N", "H", "H", "H", "H", "C", "O", "N", "N", "H", "H", "H", "H"], "coordinates": [[-4.045565, -0.723909, -0.775267], [-0.366382, -0.384340, 1.075192], [-0.907232, -0.539534, -0.367370], [-0.479293, -1.904152, -0.951317], [-2.208398, -0.059982, -0.477541], [-0.892777, -1.042026, 1.771078], [-0.470644, 0.652834, 1.413172], [0.716190, -0.383332, 1.231296], [-0.335793, 0.226402, -0.906065], [0.457270, -2.287828, -0.551177], [-0.395302, -1.707268, -2.020523], [-1.142116, -2.757485, -0.776952], [1.934803, -3.430812, 2.915674], [2.766478, -4.270041, 3.254335], [1.857063, -2.918280, 1.648481], [1.411941, -2.549713, 3.797654], [2.718546, -3.148574, 1.176493], [1.161354, -2.240288, 1.407719], [0.919808, -1.726777, 3.509964], [1.628862, -2.646879, 4.776667], [-4.194407, -2.091916, 2.072326], [-4.169961, -1.930000, 0.827631], [-5.147962, -1.490088, 2.793254], [-3.181954, -2.752945, 2.644798], [-5.886436, -0.991944, 2.330485], [-5.142613, -1.426730, 3.798536], [-3.434935, -2.930140, 3.607483], [-2.564800, -3.342571, 2.113977], [1.071970, 0.859519, -4.135298], [0.622477, 1.204373, -5.239178], [1.399586, -0.412305, -3.736446], [1.689514, 1.802747, -3.416321], [1.791612, -0.547274, -2.822347], [1.108912, -1.115655, -4.392687], [2.172200, 1.393857, -2.630325], [1.601600, 2.765060, -3.685384], [-1.362933, 3.590162, -2.349662], [-1.448603, 4.484029, -3.189325], [-1.829668, 2.339399, -2.567644], [-0.755438, 3.905359, -1.176971], [-2.311006, 2.126458, -3.422722], [-1.903162, 1.665276, -1.821226], [-0.133752, 3.203916, -0.802126], [-0.473368, 4.869544, -1.138156], [3.334252, 1.936841, 0.252466], [3.046532, 1.143885, -0.628926], [4.597733, 2.430911, 0.405685], [2.540023, 2.430861, 1.223548], [4.847730, 3.268562, 0.899328], [5.366585, 2.060959, -0.128871], [2.878836, 2.885727, 2.051015], [1.542624, 2.506107, 1.111569]], "forces_ev_per_angstrom": [[2.937, -0.233, 1.760], [-0.474, 1.026, 0.372], [2.186, 0.713, 0.788], [-0.866, 0.355, -0.429], [-2.890, -1.043, -0.643], [0.124, -0.026, 0.169], [-0.979, 0.001, 0.005], [0.144, -0.954, -0.674], [0.463, -0.338, -0.334], [0.268, 0.531, -0.160], [0.131, -0.625, -0.110], [-0.532, 0.292, 0.012], [3.183, 1.548, 0.640], [-1.506, -0.115, -0.543], [0.010, -1.814, -0.437], [-1.475, -0.058, 1.780], [-0.558, 0.338, -0.838], [0.497, 0.150, -0.316], [0.074, 0.062, -0.062], [-0.140, -0.204, -0.150], [0.820, 0.840, -1.183], [-0.850, 0.368, -1.709], [-0.014, -0.164, 0.648], [-1.706, 0.520, 1.373], [0.080, -0.064, -0.151], [0.096, -0.194, -0.027], [1.079, -0.720, 0.075], [-0.028, -0.035, 0.004], [1.679, 1.586, -3.284], [-1.055, -1.649, 1.040], [-1.311, 0.296, -0.481], [-0.082, -0.582, 1.916], [-0.009, -0.566, -0.159], [0.214, -0.408, 0.475], [0.428, 1.442, 0.433], [0.126, -0.026, 0.232], [-0.017, 2.017, -2.203], [-0.556, -0.620, 0.016], [-0.181, -0.875, 0.785], [0.138, -1.138, 1.442], [0.298, 0.365, -0.196], [0.096, -0.042, 0.109], [0.024, 0.240, 0.170], [0.273, -0.100, -0.108], [1.732, 0.420, -0.101], [-0.732, 0.013, 0.135], [1.289, -0.193, -0.367], [-2.083, 0.258, 0.737], [-0.497, 0.005, 0.187], [-0.367, -0.240, -0.220], [0.411, 0.027, -0.207], [0.108, -0.386, -0.211]], "nbo_charge": [1.85, -0.66, 0.11, -0.66, -1.11, 0.19, 0.22, 0.23, 0.15, 0.23, 0.23, 0.19, 0.76, -0.63, -0.88, -0.85, 0.42, 0.39, 0.38, 0.41, 0.82, -0.90, -0.79, -0.77, 0.42, 0.42, 0.41, 0.44, 0.75, -0.67, -0.87, -0.85, 0.40, 0.41, 0.40, 0.42, 0.76, -0.65, -0.86, -0.85, 0.41, 0.40, 0.37, 0.41, 0.78, -0.68, -0.84, -0.84, 0.39, 0.41, 0.40, 0.39], "e_above_lowest_kcal_mol": 93.8, "charge": 1, "gap_ev": 4.91}